Entry 1:
The following is a DFT calculation (ωB97M-V/def2-TZVPD) of a single C4H11N2OP molecule.

Its spin multiplicity is 1. Its energy relative to the best compared isomer or geometry (same formula, charge and spin) is 94.9 kcal/mol. The calculation puts the orbital gap (alpha / beta) at 7.54 / 8.75 eV.

XYZ file:
```
19
Properties=species:S:1:pos:R:3:lowdin_charge:R:1
C -1.72 0.31 -0.43 -0.2188
C -1.51 1.46 0.55 -0.3601
C -1.30 -1.00 0.09 -0.2756
C 2.40 -0.13 -1.03 -0.1589
N 1.82 -1.99 1.41 -0.2437
N -0.18 1.98 0.67 0.0297
O 0.02 -1.31 -0.40 -0.3494
P 1.34 -0.80 0.47 0.7533
H -2.82 0.16 -0.49 0.1242
H -1.31 0.53 -1.40 0.1115
H -1.94 2.46 -0.01 0.1594
H -2.11 1.38 1.52 0.1260
H -1.31 -1.14 1.22 0.1444
H -1.91 -1.72 -0.28 0.0778
H 3.44 -0.28 -0.67 0.0448
H 2.07 -0.91 -1.68 0.0152
H 2.06 0.83 -1.16 -0.0271
H 2.72 -1.73 1.93 0.0100
H 0.25 1.89 -0.31 0.0374
```


Entry 2:
The following is a DFT calculation (ωB97M-V/def2-TZVPD) of a single C4H11N2S molecule.

Its spin multiplicity is 2. Its expectation value of S² is 0.753. Its energy relative to the best compared isomer or geometry (same formula, charge and spin) is 17.8 kcal/mol. The calculation puts the orbital gap (alpha / beta) at 9.92 / 6.97 eV.

XYZ file:
```
18
Properties=species:S:1:pos:R:3:lowdin_charge:R:1
C -0.30 1.06 0.58 -0.2270
N 0.95 1.59 -0.09 -0.0556
C 2.16 1.10 0.53 -0.3461
N 2.28 1.68 1.88 -0.0015
C -1.17 0.24 -0.41 -0.2790
C -0.60 -1.18 -0.55 -0.6678
S -1.92 -2.28 -1.07 0.6392
H -0.07 0.42 1.43 0.0992
H -0.79 1.97 0.93 0.1083
H 0.85 1.16 -1.01 0.0806
H 3.07 1.41 0.04 0.1090
H 2.14 0.00 0.61 0.1040
H 1.42 1.57 2.39 0.0467
H 2.99 1.09 2.31 0.0621
H -1.11 0.75 -1.38 0.1104
H -2.17 0.35 0.00 0.0997
H 0.16 -1.13 -1.32 0.0681
H -0.17 -1.55 0.37 0.0497
```


Entry 3:
The following is a DFT calculation (ωB97M-V/def2-TZVPD) of a molecular structure, C4H11N2S.

Its spin multiplicity is 1. Its energy relative to the best compared isomer or geometry (same formula, charge and spin) is 73.4 kcal/mol. The calculation puts the orbital gap at 10.52 eV. Its charge is +1.

XYZ file:
```
18
Properties=species:S:1:pos:R:3:lowdin_charge:R:1
C 0.32 -0.31 -1.87 -0.1682
C -0.59 0.40 -0.04 -0.6174
C 0.99 -0.69 1.59 -0.0693
C -0.29 0.07 1.33 -0.2510
N -0.51 -1.17 -1.03 0.1074
N 0.56 0.73 -0.84 0.1009
S -2.28 1.05 -0.48 0.8597
H 1.27 -0.66 -2.19 0.1246
H -0.01 0.20 -2.76 0.1387
H 0.94 -1.63 0.98 0.1119
H 1.02 -0.99 2.55 0.0511
H 1.98 -0.22 1.42 0.0962
H -0.38 1.00 1.94 0.1494
H -1.10 -0.62 1.63 0.1488
H -1.38 -1.28 -1.43 0.0338
H 1.26 0.53 -0.21 0.1026
H 0.69 1.72 -1.12 0.2097
H -2.47 1.87 0.54 -0.1290
```


Entry 4:
The following is a DFT calculation (ωB97M-V/def2-TZVPD) of a gas-phase ion, C4H11N2Se (charge +1).

As for the SMILES: N[C@H]1C[Se]C[C@@H]1[NH3+]. Its spin multiplicity is 1. Its energy relative to the best compared isomer or geometry (same formula, charge and spin) is 18.2 kcal/mol. The calculation puts the orbital gap at 9.81 eV. Its charge is +1.

XYZ file:
```
18
Properties=species:S:1:pos:R:3:lowdin_charge:R:1
C -0.98 -1.15 0.76 -0.3455
C 1.48 0.03 0.70 -0.4106
C -0.63 -0.50 -0.62 -0.4305
C 0.44 0.66 -0.44 -0.2409
N -0.14 -1.50 -1.54 0.0617
N -0.19 1.81 0.33 0.1602
Se 0.30 -0.48 2.13 1.0493
H -1.93 -0.74 1.31 0.0973
H -1.06 -2.16 0.60 0.0400
H 2.20 -0.69 0.27 0.0876
H 1.98 0.91 1.11 0.0559
H -1.53 -0.05 -0.89 0.1103
H 1.00 1.03 -1.42 0.1948
H -0.56 -1.20 -2.45 0.1267
H 0.75 -1.90 -1.31 0.0913
H -0.39 1.38 1.26 0.0546
H -1.15 2.00 0.04 0.1701
H 0.42 2.54 0.14 0.1277
```


> What is the energy relative to the best compared isomer or geometry (same formula, charge and spin) in the first record?

94.9 kcal/mol


> Look up the spin multiplicity of the fourth one.

1


> The lowest energy relative to the best compared isomer or geometry (same formula, charge and spin) belongs to which entry?

number 2